This record from the Open Molecules 2025 dataset describes 9 unconnected molecules or ions with the total composition H16NO11 in a non-equilibrium geometry. The level of theory is the ωB97M-V functional and the def2-TZVPD basis.

Geometry as XYZ:
```
28
Properties=species:S:1:pos:R:3:forces:R:3
N -0.5941 -0.0885 -0.1154 -0.75 1.30 1.73
O -1.2590 0.9090 -0.5174 0.58 -0.99 -0.33
O 0.6422 -0.0052 0.0167 -0.42 -0.30 -0.64
O -1.2213 -1.0759 0.3475 0.47 -0.01 -0.67
O -1.3305 3.7043 -1.1144 -0.10 -0.25 -0.18
H -1.7960 3.7713 -0.2762 0.04 -0.09 0.01
H -1.2440 2.7410 -1.2560 0.18 0.45 0.21
O 3.6407 -0.8074 -1.2998 0.20 -0.13 0.06
H 3.5308 -0.5326 -0.3807 -0.10 0.00 -0.14
H 3.8943 -1.7360 -1.2503 -0.15 0.07 0.10
O 2.4219 2.0984 1.1603 -0.12 -0.07 0.23
H 1.6758 1.4924 1.2969 0.12 0.07 -0.22
H 2.3441 2.7537 1.8611 -0.03 -0.07 -0.06
O -1.2170 -0.6922 3.2330 -0.12 -0.27 -0.12
H -1.4520 -1.4147 3.8237 -0.01 0.06 -0.06
H -1.3941 -1.0345 2.3364 0.18 0.31 0.16
O 2.1190 2.0120 -2.0464 -0.04 0.06 -0.01
H 2.2556 2.9212 -1.7642 -0.08 -0.08 0.10
H 1.7423 1.5731 -1.2692 0.04 0.00 -0.13
O 1.4698 -2.8245 0.2604 0.15 -0.19 -0.20
H 1.2041 -2.0357 -0.2393 0.08 0.01 0.31
H 0.7191 -2.9963 0.8350 -0.04 0.19 -0.06
O -3.2101 0.3533 -2.5452 0.24 0.16 0.25
H -2.5448 0.5507 -1.8489 -0.37 -0.21 -0.28
H -3.9465 0.9387 -2.3475 0.06 -0.01 0.02
O -2.5023 -3.6756 0.9413 0.10 0.19 0.18
H -1.7850 -4.1150 1.4082 -0.03 0.02 -0.08
H -2.1624 -2.7849 0.7505 -0.08 -0.21 -0.19
```
Positions in Å, forces in eV/Å.

## Properties
E_HOMO   -6.9 eV
Total charge   -1
HOMO-LUMO gap   9.81 eV
LUMO   2.92 eV
ΔE to the lowest compared entry with this formula, charge and spin   0.635 eV

These are the Löwdin partial charges, in e, on atoms 1 to 8: -0.50 -0.05 -0.01 -0.05 -0.08 0.02 0.00 -0.06